(one)
This record from OMol25 describes a 2-piece molecular cluster, C9H14O overall. The level of theory is ωB97M-V with the def2-TZVPD basis set.

Geometry (Å):
C  2.133  1.294  1.128
H  -1.211  1.299  -1.744
C  -0.230  -2.314  -0.364
H  0.761  -2.651  -0.661
H  3.204  1.396  1.017
C  1.600  0.803  2.312
H  -0.584  2.910  -1.316
H  -1.972  2.192  -0.492
C  -0.558  0.783  1.254
H  -0.992  -0.824  -1.748
H  -0.687  -3.132  0.203
H  -0.226  0.277  3.308
H  -0.518  -3.357  -2.826
H  -2.083  -2.179  -1.423
O  -0.522  -2.396  -2.825
C  0.226  0.607  2.389
C  -0.056  1.464  0.144
H  -0.033  -1.426  0.225
C  -0.994  1.989  -0.924
H  2.254  0.669  3.164
C  -1.037  -1.896  -1.598
H  1.832  2.181  -0.736
H  -1.613  0.593  1.420
C  1.308  1.718  0.092

Calculated values
M: 138.210 g mol⁻¹
LUMO level: 1.00 eV
Kohn-Sham gap: 10.115 eV
SMILES string: Cc1ccccc1.CCO
HOMO energy: -9.12 eV

(two)
This record from OMol25 describes a 2-piece molecular cluster, C9H14O overall. The level of theory is ωB97M-V with the def2-TZVPD basis set.

Geometry (Å):
H  -0.844  -3.724  0.891
H  -0.424  1.489  1.336
H  -2.529  -3.485  0.523
H  3.573  0.125  -1.654
C  -1.684  -2.990  0.947
C  3.216  1.427  0.227
C  -2.265  0.159  -1.099
C  -0.932  0.757  0.791
H  2.717  2.381  0.502
H  4.359  1.686  0.382
C  -0.929  -0.586  1.213
C  -2.191  -1.155  -0.648
C  3.061  1.045  -1.224
H  3.307  1.886  -1.894
H  -2.824  -1.974  -1.003
H  -1.122  3.008  -0.123
H  -2.900  0.362  -1.948
C  -1.547  -1.600  0.519
H  -1.761  -3.274  2.031
H  -0.193  -0.776  2.103
H  2.749  0.765  0.859
C  -1.521  1.120  -0.413
H  2.012  0.961  -1.473
O  -1.328  2.392  -0.843

Calculated values
M: 138.210 g mol⁻¹
LUMO level: 0.78 eV
Kohn-Sham gap: 9.235 eV
SMILES string: Cc1ccc(O)cc1.CC
HOMO energy: -8.46 eV

Stability, highest: (one)

(one)
This record from OMol25 describes a 11-piece molecular cluster, C31H88N18O15 overall. The level of theory is ωB97M-V with the def2-TZVPD basis set.

Geometry (Å):
H  3.365  -7.935  -0.184
O  1.944  -5.013  -2.747
H  0.370  1.059  3.093
H  -2.822  -0.725  -4.643
H  -0.419  -5.034  2.285
C  -4.723  -2.237  1.337
H  4.136  2.407  -2.906
N  -5.074  3.529  1.288
H  4.466  -4.845  -1.572
N  -3.514  3.340  3.002
H  1.808  -8.296  1.747
H  -5.261  1.289  -0.427
H  -2.587  3.375  3.342
C  -0.353  4.173  2.147
C  1.740  -4.665  -4.100
C  4.411  4.510  -2.762
H  5.136  1.090  1.248
H  -6.085  -5.128  0.715
H  3.700  3.856  -0.980
N  3.846  4.667  -1.562
H  -2.597  6.047  -4.075
H  -0.697  1.077  -1.828
C  -0.801  -0.569  3.183
H  -2.144  -2.102  2.685
C  3.052  -7.138  0.486
O  1.379  -6.254  1.935
C  -3.136  5.903  -1.188
H  -4.234  3.668  3.639
H  2.104  1.456  -1.648
O  -0.564  4.141  3.554
H  -0.601  -6.299  1.082
O  3.730  2.318  0.096
C  -3.791  3.128  1.638
H  4.155  0.816  6.455
N  1.402  -0.683  5.779
H  0.440  -0.275  5.580
O  -1.170  -0.518  4.374
H  -6.294  0.268  -1.552
O  3.698  -2.871  0.921
H  2.100  1.774  1.369
H  -3.306  0.949  -4.661
H  3.438  -6.210  -3.548
O  -5.460  -3.254  0.660
O  -3.630  6.516  -2.351
H  -1.211  -1.518  1.402
H  0.947  -5.377  -4.499
N  3.031  -5.785  -0.216
H  -1.168  5.611  -2.012
H  -3.723  6.313  -0.384
C  -5.175  -0.875  0.827
H  0.660  3.581  -2.486
C  0.308  4.948  4.350
H  0.395  0.018  1.667
C  4.923  2.162  0.948
H  -4.469  -5.027  0.932
C  -1.178  -0.988  -1.565
N  0.103  0.204  2.622
C  -3.526  5.834  -3.562
N  5.174  -0.751  -0.703
H  3.823  5.549  -1.124
H  0.652  4.050  1.891
O  2.182  1.399  5.098
H  2.701  -3.427  3.823
H  3.811  -0.778  6.711
N  4.279  3.299  -3.404
N  0.687  0.320  -0.491
O  4.550  0.229  -2.709
C  -0.952  5.373  1.389
H  -5.472  -4.441  2.318
H  3.322  -2.143  -0.986
H  4.246  -3.609  3.155
H  2.623  -4.722  -4.719
H  -1.187  -3.745  -1.404
H  -0.479  -6.766  2.759
N  3.642  0.035  6.166
H  -0.105  4.788  5.332
H  -3.510  1.582  -2.025
C  2.941  -2.799  1.845
H  0.905  -7.560  0.426
H  3.008  0.418  0.810
C  3.871  -5.775  -1.466
H  1.080  2.387  -0.532
H  2.342  -6.967  -2.388
H  1.312  4.602  4.286
H  -1.560  3.931  -0.016
C  -0.630  0.383  -1.048
O  -4.134  -0.113  -3.098
H  -0.845  3.275  1.800
C  1.700  -7.395  1.139
H  5.818  0.047  -0.610
N  3.475  -1.680  -1.878
H  -1.204  6.877  -0.748
H  4.926  2.729  1.888
C  2.617  1.394  0.458
H  2.689  -1.730  -2.511
H  -1.304  0.650  -0.248
H  4.776  -1.232  0.073
H  -5.692  4.043  1.835
O  -3.046  2.523  0.822
N  0.870  3.237  -3.434
H  -1.911  5.713  1.800
H  4.935  3.191  -4.157
H  0.800  -2.571  2.151
C  2.388  0.315  5.664
H  0.163  5.988  4.077
H  1.502  -2.396  0.623
C  -0.046  -6.082  2.032
H  -4.283  6.218  -4.210
H  -2.173  -0.698  -1.912
C  -5.293  0.535  -1.172
H  -1.992  -3.555  0.237
H  -0.666  -1.477  -2.383
H  1.208  -0.497  -0.790
H  -2.799  -2.960  -1.103
O  -1.154  -1.858  -0.422
N  -1.272  -1.696  2.391
H  4.552  -6.615  -1.511
H  -5.068  -2.284  2.404
H  1.563  1.673  -5.079
H  -6.260  -0.623  0.857
C  -0.045  2.464  -4.115
H  3.267  -4.937  0.288
N  3.305  -3.259  3.073
H  -4.998  1.789  -2.997
C  -1.565  5.848  -1.007
H  -3.375  4.765  -1.289
H  -5.388  3.112  0.348
C  2.858  -6.088  -2.613
C  -4.393  1.061  -2.344
H  -4.742  -0.155  1.537
N  0.562  1.707  -5.045
C  -3.027  0.154  -4.027
H  0.027  1.109  -5.639
N  -1.110  4.867  0.030
O  4.937  5.477  -3.257
H  -3.645  -2.288  1.286
H  3.811  -7.086  1.278
H  1.855  3.234  -3.578
C  -5.381  -4.513  1.260
C  -1.784  -3.111  -0.731
C  1.657  1.464  -0.656
N  1.606  -2.379  1.613
C  4.418  -0.614  -1.851
H  -4.914  -1.439  -1.186
O  -1.265  2.469  -3.907
H  -2.106  0.391  -3.497
H  1.381  -3.628  -4.117
H  5.763  2.551  0.395
H  1.683  -1.363  6.528
N  -4.709  -0.694  -0.576
H  -0.216  6.171  1.341
H  -3.642  4.704  -3.458

Calculated values
M: 953.156 g mol⁻¹
LUMO level: 0.39 eV
Kohn-Sham gap: 8.554 eV
SMILES string: COCCNCCOC.COCCNCCOC.COCCNCCOC.COCCNCCOC.NC(N)=O.NC(N)=O.NC(N)=O.NC(N)=O.NC(N)=O.NC(N)=O.NC(N)=O
HOMO energy: -8.17 eV

(two)
This record from OMol25 describes a 11-piece molecular cluster, C31H88N18O15 overall. The level of theory is ωB97M-V with the def2-TZVPD basis set.

Geometry (Å):
H  1.103  3.856  -0.856
C  -1.360  -5.003  1.699
N  -0.901  -3.723  1.744
H  -3.031  0.506  -1.940
H  2.357  1.632  -1.407
H  1.228  2.371  -3.758
H  -0.329  0.191  -3.520
C  2.950  -2.777  2.775
H  -1.634  1.289  0.438
H  -5.084  -4.820  -5.352
C  3.486  3.225  2.292
H  -5.575  -3.605  1.267
C  8.190  1.544  4.088
H  -5.270  -0.166  -2.213
N  -4.467  3.332  2.812
H  -4.831  1.527  -2.978
C  3.157  -0.090  -5.529
O  0.537  0.248  0.721
H  1.505  -1.754  1.097
H  0.517  0.089  -1.976
C  -4.770  0.389  -3.003
C  -2.308  -1.749  -4.281
C  1.929  -2.296  -0.731
C  1.215  5.891  -2.520
H  -2.744  -4.856  -0.030
C  7.021  4.445  2.937
C  3.134  -2.770  1.265
H  -0.572  4.456  -1.285
O  1.925  0.264  -4.963
H  -1.629  -2.602  -4.075
N  -0.583  -5.979  1.256
H  7.242  4.541  1.863
H  -0.577  -4.702  -1.910
N  -3.276  -1.205  4.803
H  7.777  3.774  4.881
C  1.534  3.961  3.331
N  1.817  -2.616  0.670
H  -1.470  -2.965  1.961
O  -3.650  -3.525  -5.002
H  -0.432  0.971  3.606
H  0.912  -1.965  -1.080
C  -5.744  0.428  0.702
H  -3.085  -0.250  4.464
H  -4.007  -0.122  1.769
N  2.614  1.491  -0.464
N  -6.532  -0.336  -0.067
H  -7.251  0.257  -4.164
H  -4.819  2.635  2.136
C  4.867  3.853  1.977
C  -3.272  0.169  -2.946
H  -2.709  -2.410  -6.277
H  2.113  -3.553  3.074
N  -1.409  1.305  1.397
C  -3.211  -2.264  -5.349
H  3.912  -3.007  3.260
C  -0.250  2.583  -2.199
H  0.892  -0.194  3.049
H  8.227  1.705  5.168
H  -2.690  3.566  5.409
H  2.715  0.041  -3.097
C  8.119  3.882  3.826
H  3.625  -3.663  0.874
N  -3.208  3.952  4.635
H  2.099  5.872  -1.768
H  2.595  -1.438  -0.995
N  -3.166  -4.182  -0.620
H  4.068  0.177  -4.944
H  1.909  1.185  0.225
H  3.180  -1.137  -5.548
H  -6.370  1.736  -4.725
H  3.059  0.170  4.068
C  0.281  -4.162  -2.360
H  -7.339  0.055  -0.472
H  0.362  6.382  -2.029
H  -6.254  -1.263  -0.260
N  0.870  1.885  -2.918
H  7.161  1.367  3.839
C  -4.255  -3.506  -0.237
H  -4.687  4.301  2.606
O  2.415  -1.595  3.332
H  1.078  4.776  3.896
H  3.244  0.368  -6.530
H  -2.801  0.689  -3.741
H  -1.587  -0.946  -4.644
O  0.801  4.574  -2.777
H  8.952  4.610  3.907
H  5.600  2.069  -0.833
O  -2.519  -1.904  2.851
O  -2.469  -5.280  2.141
N  5.796  3.647  3.044
H  2.838  3.201  1.341
H  4.213  2.672  -1.542
C  1.779  -0.194  -3.680
H  5.282  3.941  3.911
H  1.718  -1.293  -3.608
H  3.655  2.181  2.564
H  -6.488  0.334  -5.763
N  -3.135  -3.544  4.349
C  -4.735  -3.918  -5.831
H  1.280  2.963  3.699
H  -4.517  -4.055  -6.984
H  -2.606  -3.948  -1.412
O  8.601  2.644  3.341
H  -3.386  -1.427  5.768
N  -4.519  -0.168  0.865
H  -3.045  -4.248  3.583
C  -6.413  0.630  -4.789
N  -2.827  -1.260  -3.031
H  -0.567  1.941  -1.341
N  -4.615  -3.812  1.013
H  0.499  -4.514  -3.373
C  -3.639  2.973  3.801
H  -0.830  -6.939  1.320
H  3.297  -3.914  -1.152
H  -5.579  -3.211  -5.820
H  -4.495  -1.041  0.376
H  -2.098  1.494  2.101
N  4.644  1.949  -1.060
C  0.595  0.444  -3.031
H  0.990  4.072  2.322
C  -0.259  0.589  1.651
H  0.020  -3.139  -2.315
H  -3.434  -1.894  -2.561
H  6.837  5.459  3.372
H  8.759  0.664  3.768
H  0.047  -3.503  1.382
H  4.112  -1.182  4.239
O  1.440  -4.541  -1.587
H  4.663  4.915  1.729
H  2.537  -3.136  -2.590
H  -4.053  -4.532  1.548
O  4.402  0.630  0.685
H  0.385  -5.815  1.072
H  5.187  3.241  1.142
C  3.887  1.297  -0.195
C  2.380  -3.483  -1.584
C  -2.889  -2.217  3.973
O  2.918  4.055  3.257
H  -4.143  -1.632  -5.497
O  -5.268  -0.059  -4.270
H  3.786  -1.917  1.013
C  0.323  3.926  -1.629
O  -4.891  -2.638  -0.897
H  -3.756  4.816  4.532
H  1.544  6.379  -3.409
H  -3.504  -3.783  5.237
H  -1.143  2.770  -2.815
H  3.874  -0.198  2.630
C  3.489  -0.643  3.540
O  -3.113  1.837  3.879
N  0.002  0.336  2.924
O  -6.009  1.592  1.056

Calculated values
M: 953.156 g mol⁻¹
LUMO level: 0.42 eV
Kohn-Sham gap: 8.404 eV
SMILES string: COCCNCCOC.COCCNCCOC.COCCNCCOC.COCCNCCOC.NC(N)=O.NC(N)=O.NC(N)=O.NC(N)=O.NC(N)=O.NC(N)=O.NC(N)=O
HOMO energy: -7.99 eV

Stability, highest: (two)

(one)
This record from OMol25 describes an isolated molecule of C3H2N4O. The level of theory is ωB97M-V with the def2-TZVPD basis set.

Geometry (Å):
C  1.392  -0.742  0.475
H  2.281  -1.279  0.970
N  1.428  0.616  0.447
H  -1.392  1.860  -0.893
C  -1.257  -0.054  0.125
N  -0.602  -1.047  -0.641
O  -2.389  -0.334  0.599
C  -0.637  1.199  -0.284
N  0.570  -1.520  -0.474
N  0.606  1.303  -0.325

Calculated values
M: 110.076 g mol⁻¹
LUMO level: -1.39 eV
Kohn-Sham gap: 8.711 eV
SMILES string: O=c1cnncnn1
HOMO energy: -10.10 eV

(two)
This record from OMol25 describes an isolated molecule of C3H2N4O. The level of theory is ωB97M-V with the def2-TZVPD basis set.

Geometry (Å):
O  -0.547  1.773  0.221
N  0.658  0.362  1.910
H  -1.143  -0.233  -2.168
C  0.061  0.676  0.743
C  -0.106  -0.308  -0.114
C  -0.741  0.245  -1.232
N  -1.022  1.444  -0.975
H  0.877  -1.956  -0.196
N  1.267  -0.807  1.502
N  0.696  -1.195  0.309

Calculated values
M: 110.076 g mol⁻¹
LUMO level: 0.33 eV
Kohn-Sham gap: 10.341 eV
SMILES string: c1noc2nn[nH]c12
HOMO energy: -10.02 eV

Stability, highest: (two)